Entry 1:
ORCA calculation (ωB97M-V/def2-TZVPD) on a single C34H39N3O5 molecule.

Bonds (Å) are listed after each position.
Positions of all 81 atoms, in Å:
1 C -0.29 -1.15 -3.93  O2 1.414, H43 1.097, H44 1.093, H45 1.089
2 O -1.27 -1.97 -3.32  C1 1.414, C3 1.387
3 C -1.67 -1.52 -2.07  O2 1.387, C4 1.388, C40 1.400
4 C -0.76 -1.62 -1.03  C3 1.388, C5 1.382, H46 1.076
5 C -1.07 -1.14 0.23  C4 1.382, C6 1.514, C36 1.385
6 C -0.09 -1.09 1.38  C5 1.514, C7 1.542, N16 1.474, H47 1.096
7 C 0.94 -2.24 1.38  C6 1.542, O8 1.217, N9 1.336
8 O 0.82 -3.16 2.17  C7 1.217
9 N 1.93 -2.11 0.50  C7 1.336, C10 1.446, H48 1.017
10 C 2.97 -3.10 0.32  N9 1.446, C11 1.533, C15 1.533, H49 1.096
11 C 2.94 -3.66 -1.11  C10 1.533, C12 1.527, H50 1.092, H51 1.092
12 C 3.35 -2.61 -2.13  C11 1.527, C13 1.525, H52 1.092, H53 1.092
13 C 4.74 -2.06 -1.81  C12 1.525, C14 1.525, H54 1.092, H55 1.093
14 C 4.75 -1.45 -0.41  C13 1.525, C15 1.527, H56 1.092, H57 1.092
15 C 4.35 -2.49 0.63  C10 1.533, C14 1.527, H58 1.092, H59 1.092
16 N 0.51 0.26 1.46  C6 1.474, C17 1.345, C29 1.426
17 C 1.09 0.88 0.41  N16 1.345, O18 1.226, C19 1.519
18 O 1.37 0.31 -0.64  C17 1.226
19 C 1.38 2.36 0.59  C17 1.519, C20 1.496, H60 1.091, H61 1.094
20 C 0.12 3.15 0.66  C19 1.496, C21 1.364, C28 1.430
21 C -0.19 4.12 1.58  C20 1.364, N22 1.368, H62 1.073
22 N -1.45 4.60 1.35  C21 1.368, C23 1.366, H63 1.005
23 C -1.98 3.95 0.27  N22 1.366, C24 1.389, C28 1.416
24 C -3.22 4.09 -0.34  C23 1.389, C25 1.378, H64 1.080
25 C -3.48 3.30 -1.44  C24 1.378, C26 1.397, H65 1.080
26 C -2.54 2.38 -1.91  C25 1.397, C27 1.376, H66 1.080
27 C -1.31 2.23 -1.31  C26 1.376, C28 1.395, H67 1.079
28 C -1.02 3.03 -0.20  C20 1.430, C23 1.416, C27 1.395
29 C 0.37 0.90 2.72  N16 1.426, C30 1.387, C34 1.396
30 C -0.81 1.54 3.05  C29 1.387, C31 1.383, H68 1.079
31 C -0.96 2.13 4.29  C30 1.383, C32 1.384, H69 1.079
32 C 0.07 2.08 5.20  C31 1.384, C33 1.384, H70 1.080
33 C 1.25 1.43 4.88  C32 1.384, C34 1.389, H71 1.080
34 C 1.42 0.82 3.65  C29 1.396, C33 1.389, C35 1.498
35 C 2.67 0.07 3.32  C34 1.498, H72 1.089, H73 1.090, H74 1.087
36 C -2.33 -0.60 0.42  C5 1.385, C37 1.391, H75 1.078
37 C -3.28 -0.52 -0.59  C36 1.391, O38 1.361, C40 1.407
38 O -4.45 0.05 -0.20  C37 1.361, C39 1.410
39 C -5.58 0.10 -1.05  O38 1.410, H76 1.091, H77 1.093, H78 1.090
40 C -2.95 -0.99 -1.88  C3 1.400, C37 1.407, O41 1.373
41 O -3.88 -0.86 -2.88  C40 1.373, C42 1.413
42 C -3.91 -1.82 -3.93  O41 1.413, H79 1.092, H80 1.091, H81 1.092
43 H -0.73 -0.21 -4.28  C1 1.097
44 H 0.53 -0.91 -3.24  C1 1.093
45 H 0.09 -1.71 -4.78  C1 1.089
46 H 0.20 -2.07 -1.23  C4 1.076
47 H -0.66 -1.21 2.31  C6 1.096
48 H 1.92 -1.31 -0.13  N9 1.017
49 H 2.76 -3.90 1.04  C10 1.096
50 H 3.63 -4.50 -1.16  C11 1.092
51 H 1.94 -4.03 -1.33  C11 1.092
52 H 2.64 -1.78 -2.14  C12 1.092
53 H 3.35 -3.05 -3.13  C12 1.092
54 H 5.02 -1.30 -2.55  C13 1.092
55 H 5.47 -2.86 -1.86  C13 1.093
56 H 4.05 -0.61 -0.38  C14 1.092
57 H 5.74 -1.06 -0.18  C14 1.092
58 H 4.33 -2.05 1.62  C15 1.092
59 H 5.09 -3.30 0.63  C15 1.092
60 H 1.97 2.53 1.49  C19 1.091
61 H 1.97 2.67 -0.28  C19 1.094
62 H 0.41 4.49 2.39  C21 1.073
63 H -1.90 5.32 1.88  N22 1.005
64 H -3.95 4.80 0.03  C24 1.080
65 H -4.44 3.38 -1.94  C25 1.080
66 H -2.79 1.78 -2.78  C26 1.080
67 H -0.59 1.52 -1.68  C27 1.079
68 H -1.61 1.57 2.33  C30 1.079
69 H -1.89 2.63 4.54  C31 1.079
70 H -0.03 2.55 6.17  C32 1.080
71 H 2.05 1.38 5.61  C33 1.080
72 H 3.05 0.34 2.33  C35 1.089
73 H 2.46 -1.00 3.31  C35 1.090
74 H 3.44 0.26 4.06  C35 1.087
75 H -2.64 -0.22 1.39  C36 1.078
76 H -5.38 0.69 -1.94  C39 1.091
77 H -5.91 -0.90 -1.34  C39 1.093
78 H -6.35 0.58 -0.45  C39 1.090
79 H -3.23 -1.55 -4.74  C42 1.092
80 H -3.66 -2.82 -3.56  C42 1.091
81 H -4.93 -1.81 -4.30  C42 1.092

- calculated total energy (eV) = -50599.725
- 2S+1 = 1
- F_max (eV/A) = 0.6
- frontier orbital gap (Eh) = 0.3110



Entry 2:
ORCA calculation (ωB97M-V/def2-TZVPD) on a single C2H5NOS molecule in a non-equilibrium geometry.

Bonds (Å) are listed after each position.
Positions of all 10 atoms, in Å:
1 O 1.49 -0.71 -0.15  N2 1.390, H6 0.958
2 N 0.35 -1.50 -0.24  O1 1.390, C3 1.286
3 C -0.70 -0.83 0.11  N2 1.286, C4 1.514, H7 1.097
4 C -0.72 0.64 0.46  C3 1.514, S5 1.786, H8 1.073, H9 1.096
5 S -0.36 1.80 -0.85  C4 1.786, H10 1.324
6 H 2.25 -1.22 -0.45  O1 0.958
7 H -1.61 -1.44 0.15  C3 1.097
8 H -1.68 0.91 0.86  C4 1.073
9 H 0.06 0.83 1.21  C4 1.096
10 H 0.91 1.52 -1.11  S5 1.324

- calculated total energy (eV) = -16525.915
- 2S+1 = 1
- F_max (eV/A) = 1.7
- frontier orbital gap (Eh) = 0.3639



Entry 3:
ORCA calculation (ωB97M-V/def2-TZVPD) on 2 unconnected molecules or ions with the total composition C4H11N2 in a non-equilibrium geometry.

Bonds (Å) are listed after each position.
Positions of all 17 atoms, in Å:
1 C 0.26 -1.39 0.82  N5 1.333, N6 1.670, H7 1.067, H9 1.073
2 C -1.58 1.40 -2.20  C3 1.350, H8 1.083, H10 1.062
3 C -2.15 1.15 -1.00  C2 1.350, H11 1.101, H12 1.117
4 C 1.88 0.61 0.42  N6 1.260, H13 1.086, H14 1.151
5 N 1.04 -1.89 1.78  C1 1.333, H15 1.008, H16 1.041
6 N 0.78 0.05 0.15  C1 1.670, C4 1.260, H17 1.107
7 H -0.64 -1.09 1.30  C1 1.067
8 H -1.16 0.64 -2.84  C2 1.083
9 H -0.07 -1.98 -0.01  C1 1.073
10 H -1.80 2.35 -2.64  C2 1.062
11 H -2.62 1.74 -0.20  C3 1.101
12 H -1.96 0.09 -0.71  C3 1.117
13 H 2.39 1.56 0.34  C4 1.086
14 H 2.60 -0.14 0.93  C4 1.151
15 H 1.00 -1.55 2.72  N5 1.008
16 H 2.02 -2.18 1.57  N5 1.041
17 H 0.04 0.64 -0.43  N6 1.107

- calculated total energy (eV) = -7297.292
- 2S+1 = 1
- F_max (eV/A) = 4.2
- charge = +1
- frontier orbital gap (Eh) = 0.3531



Energy above the lowest of the compared OMol25 structures with the same formula, charge and spin (eV)
0.1100; 2.4664; 3.6560